No. 1
DFT (ωB97M-V/def2-TZVPD) results for a 8-piece molecular cluster, C47H53BCl2NO2 overall at a distorted geometry.

As for the lowest unoccupied orbital energy: 1.96 eV. For the highest occupied orbital energy, the calculation gives -4.48 eV. The net charge is -1. The calculation puts the HOMO-LUMO gap at 6.44 eV.

Cartesian coordinates (Å):
C1 4.529 -1.795 4.779
C2 3.833 -1.250 3.544
O1 3.943 0.160 3.478
B1 2.881 0.915 3.995
O2 3.263 2.216 4.411
N1 1.554 0.485 3.966
C3 0.762 0.659 5.045
Cl1 0.997 -0.792 6.382
C4 -0.720 0.671 4.652
C5 -1.149 -0.515 3.808
Cl2 -1.826 0.820 6.096
H1 4.140 -1.320 5.680
H2 4.364 -2.872 4.856
H3 5.607 -1.628 4.709
H4 4.329 -1.657 2.653
H5 2.786 -1.560 3.519
H6 4.062 2.176 4.943
H7 0.977 1.533 5.674
H8 -0.877 1.618 4.140
H9 -0.279 -0.868 3.253
H10 -1.934 -0.236 3.103
H11 -1.516 -1.318 4.445
C6 0.442 2.083 0.685
C7 1.534 1.226 0.708
C8 2.002 0.674 -0.475
C9 1.380 0.970 -1.681
C10 0.291 1.832 -1.706
C11 -0.177 2.387 -0.520
H12 0.079 2.498 1.616
H13 1.996 0.972 1.652
H14 2.852 0.004 -0.455
H15 1.746 0.526 -2.600
H16 -0.192 2.072 -2.646
H17 -1.030 3.056 -0.538
C12 -0.626 -2.372 -6.505
C13 -1.663 -2.617 -5.615
C14 -1.741 -1.904 -4.427
C15 -0.784 -0.944 -4.125
C16 0.250 -0.697 -5.018
C17 0.331 -1.411 -6.205
H18 -0.562 -2.930 -7.430
H19 -2.410 -3.366 -5.846
H20 -2.547 -2.101 -3.732
H21 -0.839 -0.391 -3.195
H22 0.996 0.052 -4.785
H23 1.142 -1.221 -6.897
C18 0.417 -4.836 -1.636
C19 1.591 -5.018 -0.917
C20 2.097 -3.983 -0.141
C21 1.432 -2.766 -0.088
C22 0.259 -2.584 -0.807
C23 -0.249 -3.619 -1.579
H24 0.020 -5.643 -2.239
H25 2.108 -5.968 -0.957
H26 3.011 -4.123 0.424
H27 1.818 -1.962 0.524
H28 -0.255 -1.631 -0.756
H29 -1.165 -3.475 -2.137
C24 7.582 5.062 8.033
C25 6.776 6.087 7.557
C26 5.817 5.823 6.589
C27 5.662 4.535 6.095
C28 6.469 3.511 6.571
C29 7.429 3.774 7.539
H30 8.329 5.267 8.790
H31 6.893 7.092 7.944
H32 5.187 6.622 6.217
H33 4.913 4.329 5.341
H34 6.350 2.505 6.188
H35 8.056 2.973 7.910
C30 6.355 -2.858 -0.835
C31 7.439 -3.536 -0.294
C32 8.137 -2.987 0.774
C33 7.749 -1.763 1.301
C34 6.666 -1.084 0.759
C35 5.970 -1.633 -0.309
H36 5.807 -3.287 -1.665
H37 7.738 -4.494 -0.701
H38 8.980 -3.517 1.199
H39 8.286 -1.339 2.140
H40 6.352 -0.137 1.180
H41 5.121 -1.106 -0.727
C36 -7.540 -0.307 -4.577
C37 -7.093 0.457 -3.508
C38 -5.732 0.567 -3.256
C39 -4.821 -0.086 -4.075
C40 -5.268 -0.850 -5.144
C41 -6.629 -0.962 -5.395
H42 -8.602 -0.398 -4.770
H43 -7.806 0.963 -2.869
H44 -5.381 1.158 -2.420
H45 -3.760 0.004 -3.884
H46 -4.551 -1.353 -5.780
H47 -6.979 -1.559 -6.227
C42 -12.480 2.934 -3.516
C43 -11.103 2.852 -3.664
C44 -10.553 1.930 -4.544
C45 -11.381 1.094 -5.279
C46 -12.759 1.176 -5.132
C47 -13.308 2.096 -4.249
H48 -12.909 3.651 -2.827
H49 -10.456 3.505 -3.092
H50 -9.479 1.866 -4.659
H51 -10.952 0.377 -5.968
H52 -13.405 0.524 -5.706
H53 -14.383 2.159 -4.132

No. 2
DFT (ωB97M-V/def2-TZVPD) results for C47H53BrFN9O3PSTeW as an isolated structure at a distorted geometry.

Its spin multiplicity is 3. The expectation value of S² is 2.014. As for the lowest unoccupied orbital energy (spin up / spin down): -3.25 / -3.42 eV. For the highest occupied orbital energy (spin up / spin down), the calculation gives -9.87 / -10.24 eV. The net charge is +1. The calculation puts the HOMO-LUMO gap (spin up / spin down) at 6.62 / 6.82 eV.

Cartesian coordinates (Å):
W1 -0.021 -0.343 -0.265
C1 -4.178 0.548 1.026
C2 -2.747 1.101 0.782
O1 -1.999 0.380 0.161
N1 -2.376 2.234 1.309
C3 -0.914 2.691 1.370
C4 -0.259 3.097 0.034
C5 0.149 4.951 -1.140
C6 0.930 4.572 -2.308
C7 1.253 3.310 -2.567
C8 0.899 2.146 -1.824
N2 0.261 1.967 -0.755
H1 -4.763 0.736 0.104
H2 -4.834 0.909 1.848
H3 -3.986 -0.507 1.061
H4 -2.991 2.739 2.011
H5 -0.298 2.033 1.929
H6 -1.018 3.619 1.899
H7 0.031 6.003 -1.039
H8 1.270 5.370 -2.927
H9 1.888 3.119 -3.501
H10 1.102 1.176 -2.287
C9 -0.046 -6.610 -3.547
C10 0.399 -5.211 -3.098
C11 1.513 -5.063 -2.318
C12 1.776 -3.870 -1.670
C13 2.961 -3.887 -0.736
O2 3.895 -3.161 -1.113
C14 2.886 -4.486 0.588
C15 3.992 -4.276 1.425
C16 4.030 -4.871 2.722
C17 2.902 -5.560 3.138
C18 1.752 -5.713 2.344
C19 1.785 -5.194 1.100
C20 0.991 -2.752 -1.806
O3 1.301 -1.581 -1.333
C21 -0.097 -2.859 -2.740
C22 -0.537 -4.085 -3.235
C23 -0.916 -1.682 -3.081
N3 -0.985 -0.603 -2.411
C24 -1.409 0.632 -3.110
C25 -2.612 1.334 -2.517
Te1 -2.415 3.462 -2.474
C26 -1.154 4.144 -0.811
C27 0.821 4.249 0.111
C28 0.842 5.127 1.301
C29 -0.204 5.868 1.632
C30 -1.518 5.826 1.040
C31 -1.977 5.017 0.043
C32 -1.658 -1.793 -4.414
C33 -0.851 -2.153 -5.468
C34 -1.413 -2.367 -6.719
C35 -2.764 -2.269 -6.932
C36 -3.579 -1.764 -5.849
C37 -3.025 -1.564 -4.594
H11 -1.115 -6.779 -3.659
H12 0.254 -7.264 -2.690
H13 0.400 -6.951 -4.518
H14 2.182 -5.919 -2.299
H15 4.805 -3.641 1.034
H16 4.850 -4.761 3.411
H17 2.856 -5.982 4.162
H18 0.858 -6.261 2.694
H19 0.881 -5.429 0.500
H20 -1.401 -4.119 -3.795
H21 -0.505 1.211 -3.099
H22 -1.589 0.406 -4.122
H23 -2.978 0.908 -1.604
H24 -3.481 1.281 -3.211
H25 1.864 3.963 -0.038
H26 1.724 5.017 1.980
H27 -0.196 6.423 2.544
H28 -2.331 6.295 1.582
H29 -3.050 5.144 -0.208
H30 0.139 -2.423 -5.231
H31 -0.691 -2.799 -7.450
H32 -3.135 -2.389 -7.945
H33 -4.613 -1.454 -6.174
H34 -3.716 -1.133 -3.796
F1 0.062 0.011 1.820
Br1 -0.871 -2.593 0.635
C38 4.768 1.723 0.890
N4 4.833 0.474 0.179
C39 5.117 -0.636 1.108
N5 4.221 -0.713 2.223
C40 4.114 0.526 2.910
N6 3.849 1.630 1.996
C41 2.456 1.582 1.517
P1 2.232 0.062 0.523
C42 3.596 0.209 -0.647
C43 2.908 -1.164 1.728
H35 4.476 2.539 0.232
H36 5.747 1.934 1.266
H37 6.209 -0.640 1.506
H38 5.023 -1.504 0.484
H39 5.079 0.599 3.458
H40 3.282 0.452 3.669
H41 2.384 2.468 0.947
H42 1.697 1.657 2.363
H43 3.714 0.923 -1.450
H44 3.796 -0.791 -1.071
H45 2.947 -2.150 1.291
H46 2.247 -1.335 2.560
C44 -6.309 2.334 4.588
C45 -5.148 2.953 5.424
C46 -3.828 2.343 5.041
N7 -2.933 2.969 4.373
N8 -1.780 2.211 4.124
C47 -1.854 1.056 4.638
N9 -0.864 0.110 4.469
S1 -3.330 0.743 5.465
H47 -7.251 2.697 5.032
H48 -6.266 1.253 4.596
H49 -6.294 2.656 3.542
H50 -5.299 2.623 6.488
H51 -5.211 4.034 5.375
H52 -0.505 0.095 3.493
H53 -1.108 -0.828 4.749